DFT (wB97M-V/def2-TZVPD) results for 9 unconnected molecules or ions with the total composition C26H59NO15S8.

For the highest occupied orbital energy, the calculation gives -0.30570 Eh. As for the largest force on an atom: 0.57 eV/Å. For the total energy, the calculation gives -5394.6115 Ha.

XYZ file:
```
109
Properties=species:S:1:pos:R:3:mulliken_charge:R:1
O 7.158 -0.330 -1.014 -0.67
C 0.045 -0.439 -0.263 0.45
S -10.213 -2.497 2.830 0.54
C 1.170 -1.294 0.320 -0.58
H 13.192 -0.137 1.460 0.34
O 3.352 -2.102 -0.006 -0.33
H -12.378 -3.183 2.085 0.37
H 0.652 3.452 -0.107 0.32
C -2.300 -2.479 -5.024 -1.00
H -4.188 5.233 -0.731 0.31
C -5.730 -1.540 4.520 -1.07
H -11.766 -4.206 3.428 0.32
H -10.450 -0.784 4.438 0.31
H -3.825 0.642 -3.881 0.07
O -9.135 -3.227 3.551 -0.56
C -6.101 -3.663 2.958 -0.98
C -1.613 -3.176 -0.499 0.32
H 0.420 1.634 -1.990 0.32
C 8.163 1.965 -1.839 -1.20
O 3.153 4.099 2.303 -0.63
S -4.791 -2.502 3.329 0.76
H 1.611 4.446 -1.254 0.36
O -4.309 -0.952 0.264 -0.52
O -2.714 -4.016 -0.685 -0.38
H 4.589 -1.726 -1.646 0.19
H 9.605 0.480 0.214 -0.12
C 13.090 0.917 1.203 -0.94
C 4.646 -1.800 -0.562 0.57
O -3.744 -3.232 4.094 -0.73
C 5.638 -2.887 -0.154 -1.33
C -5.061 5.184 -1.380 -1.01
C 2.291 -1.570 -0.646 0.30
H 3.661 2.213 5.276 0.36
H -7.255 3.930 -2.701 0.34
O -0.521 -3.548 -0.767 -0.49
H 6.956 0.312 -3.757 0.46
C -3.424 -1.928 -0.051 0.40
C -3.780 -0.353 -4.322 -0.71
H 14.038 1.299 0.830 0.33
N -5.148 -0.666 -0.917 0.22
O -4.944 -3.705 -0.673 -0.56
H 0.308 0.609 -0.098 -0.14
H 5.272 0.160 -3.172 0.19
H 1.825 0.936 -2.830 0.26
H -1.325 -2.961 -5.066 0.34
H -5.705 -4.392 2.253 0.37
O 3.806 2.654 -1.555 -0.79
O -1.648 -1.033 -2.928 -0.45
H -5.965 5.105 -0.776 0.35
H -6.060 -2.195 5.326 0.36
H 2.920 1.303 2.381 0.07
C -3.851 -3.275 -0.492 0.50
H 10.699 -0.591 1.105 0.41
H -0.089 -0.605 -1.330 0.41
H 1.599 -0.811 1.203 0.32
H 6.064 -3.369 -1.035 0.28
H -6.940 -3.133 2.513 0.21
S -2.051 -0.836 -4.348 0.31
H -11.994 -1.106 3.610 0.37
C -1.288 -0.681 0.462 -1.52
H -6.443 3.180 -4.097 0.29
H -2.965 -3.042 -4.369 0.25
H 5.118 -3.663 0.411 0.42
H -1.059 -0.868 1.522 0.43
H -4.161 -0.321 -5.343 0.44
H 0.804 -2.263 0.666 0.45
H -6.418 -4.158 3.875 0.42
C -11.510 -3.693 2.502 -0.99
C 1.427 1.832 -2.356 -1.20
H -1.937 0.197 0.436 0.43
H 3.005 3.867 5.201 0.34
H 4.966 -0.834 -0.172 -0.13
H 2.238 4.096 0.398 0.26
C 6.159 0.792 -3.188 -1.07
S -4.892 3.714 -2.398 0.65
O 2.263 -1.352 -1.824 -0.59
H -6.587 -1.087 4.020 0.29
H 12.768 1.498 2.067 0.30
H 4.452 1.621 1.521 0.02
H 4.493 0.918 3.159 0.49
S 2.498 2.240 -0.974 1.05
H 8.830 1.388 -2.481 0.34
H 7.896 2.910 -2.310 0.45
C -11.116 -1.561 4.068 -0.96
C 3.110 2.927 4.665 -0.95
C 1.655 3.722 -0.440 -0.94
O 11.640 2.545 -0.307 -0.61
H 1.426 2.663 -3.062 0.53
H -11.401 -2.226 4.882 0.31
C -6.387 3.977 -3.359 -0.96
C 10.496 0.446 0.837 -0.59
H 5.903 1.766 -3.603 0.39
C -2.095 -1.850 0.000 0.89
H -4.345 -1.064 -3.719 0.24
H -5.072 -0.766 4.909 0.35
H 2.127 2.535 4.401 0.29
C 3.963 1.600 2.494 -0.45
H 6.462 -2.477 0.425 0.25
S 11.879 1.091 -0.113 0.53
H 10.359 1.058 1.729 0.32
H -11.119 -4.405 1.778 0.31
H 8.646 2.160 -0.884 0.31
H -2.718 -2.398 -6.028 0.43
H -6.328 4.943 -3.858 0.36
O -3.747 3.949 -3.314 -0.65
H -5.097 6.064 -2.022 0.33
O -5.529 0.415 -0.869 -0.27
S 4.035 3.263 3.164 0.41
S 6.691 1.009 -1.494 0.83
```

DFT (wB97M-V/def2-TZVPD) results for a single C7H12N3OP molecule.

For the highest occupied orbital energy (alpha / beta), the calculation gives -0.28094 / -0.28092 Eh. The structure (SMILES) is [H]/P=N/C=C\N=C/N1CCOCC1. As for the largest force on an atom: 3.10 eV/Å. For the total energy, the calculation gives -854.6568 Ha. The energy above the lowest of the compared OMol25 structures with the same formula, charge and spin is 0.00 kcal per mole.

XYZ file:
```
24
Properties=species:S:1:pos:R:3:mulliken_charge:R:1
H -0.852 1.852 -2.187 0.03
H 0.850 -1.036 -0.708 0.40
O -2.472 -0.851 -0.047 -0.42
C -1.272 -0.154 1.847 -0.58
H 1.206 0.680 2.548 0.37
N 1.202 1.028 -1.680 -0.05
H 3.916 -0.155 -0.161 0.28
C 1.170 0.279 1.541 -0.02
C 2.855 0.186 -0.266 -0.17
H 3.143 0.325 -2.352 0.33
C -1.303 -0.791 -0.874 -0.41
C -0.038 -1.108 -0.034 -0.55
C 2.427 0.543 -1.548 -0.25
H -3.407 0.341 1.348 0.35
H -1.214 0.181 -1.280 0.07
N 2.279 0.338 0.951 -0.43
H -2.303 1.164 0.311 0.26
H 0.055 -2.233 0.421 0.19
H -1.431 -1.527 -1.605 0.33
H -1.301 0.649 2.618 0.39
P 0.336 1.382 -2.955 -0.18
C -2.391 0.168 0.894 -0.50
H -1.403 -1.126 2.212 0.32
N -0.052 -0.137 1.006 0.24
```

DFT (wB97M-V/def2-TZVPD) results for 9 unconnected molecules or ions with the total composition C27H68O27S7.

For the highest occupied orbital energy, the calculation gives -0.39067 Eh. The structure (SMILES) is CCOS(C)(=O)=O.CCOS(C)(=O)=O.CCOS(C)(=O)=O.CCOS(C)(=O)=O.CCOS(C)(=O)=O.CCOS(C)(=O)=O.CCOS(C)(=O)=O.COC(=O)OC.COC(=O)OC. As for the largest force on an atom: 4.28 eV/Å. For the total energy, the calculation gives -5888.0976 Ha. The energy above the lowest of the compared OMol25 structures with the same formula, charge and spin is 115.83 kcal per mole.

XYZ file:
```
129
Properties=species:S:1:pos:R:3:mulliken_charge:R:1
H -0.578 2.441 -5.045 0.17
O -1.469 -0.362 -2.472 -0.36
H 2.666 0.772 5.930 0.39
H -4.904 2.577 -4.227 0.26
H -4.197 1.374 -2.165 0.00
S 2.018 -4.025 5.087 1.23
H -3.292 -0.515 0.695 -0.24
H -0.089 3.982 -5.761 0.43
C -0.615 3.524 -4.924 -0.63
C 0.668 -1.071 -0.581 -0.42
O -5.276 0.403 3.403 -0.64
H 1.371 -1.500 6.549 0.34
O 1.702 -0.470 1.875 -0.02
H 2.207 -4.017 2.869 0.35
H -2.012 -2.718 3.643 -0.52
H -1.987 -4.503 3.847 0.35
O -3.689 1.790 2.035 -0.55
H 8.534 1.123 -1.705 0.39
C -4.679 2.344 -2.043 -0.84
H 4.385 5.640 0.944 0.19
H -1.479 -6.107 0.327 0.52
H -0.801 6.886 -1.918 0.48
H -1.175 1.957 4.215 0.39
H 0.277 1.038 4.197 0.26
H -5.740 2.176 -1.858 0.45
H 4.682 1.744 3.020 0.29
C 1.959 -1.374 5.640 0.63
O 0.891 -4.174 6.075 -0.66
H -3.291 -3.116 5.529 0.37
C -4.394 3.086 -3.409 -0.50
H 0.574 1.637 -1.540 0.32
C -3.675 -3.502 4.585 -1.73
H 4.510 -1.910 -3.391 0.24
H -2.603 -3.156 -3.033 0.28
H 1.228 -1.077 4.888 -0.29
O 1.588 -4.332 -3.375 -0.58
C 3.542 -2.367 -3.594 -0.72
O -3.503 -0.567 -4.016 -0.21
O -1.264 -0.472 -5.065 -0.71
O -3.106 3.993 -6.045 -0.65
O 6.419 2.691 0.848 -0.36
H -2.585 -5.936 1.695 0.50
H 3.820 -3.131 -4.320 0.36
H -1.406 3.364 -1.485 -0.31
H 4.003 0.703 1.756 0.01
H -4.555 -2.991 4.196 0.30
H -1.218 5.589 -0.841 0.36
C 7.722 1.136 -0.979 -0.86
H 1.451 -6.293 -1.500 0.41
H -3.974 -0.027 -5.844 0.41
H 0.022 -5.365 -1.226 0.16
S 1.584 0.133 0.535 0.43
H -0.839 -5.575 1.959 0.19
H -5.087 -0.279 0.637 0.47
H 0.002 3.748 -4.053 0.22
H -1.931 1.766 -0.864 -0.08
H 6.872 0.673 -1.479 0.24
O 2.600 5.767 -0.191 -0.26
H 3.015 5.881 1.880 0.32
H 4.446 3.198 1.008 -0.12
H -0.794 5.251 -2.593 -0.25
C 2.941 -0.269 5.758 -1.35
C -1.809 -2.802 -3.690 -0.77
C -5.570 -1.567 -5.100 -1.20
H -4.735 4.117 -3.315 0.49
S -4.095 0.523 2.597 1.13
O 1.870 -4.313 -1.064 -0.20
O 3.067 -5.041 4.982 -0.63
S 7.266 2.903 -0.554 1.15
H -0.913 -0.864 2.964 -0.64
H -4.053 -4.470 4.911 0.48
O -2.345 5.562 -4.166 -0.56
H -0.819 -3.064 -3.316 0.11
H -3.500 -1.645 -5.841 0.40
H 0.416 -4.239 3.169 -0.33
C -1.431 0.073 3.165 2.25
C 0.193 2.071 -0.615 0.02
H -1.403 0.625 2.225 -0.54
C 5.094 2.331 0.879 0.25
H -5.501 -2.518 -4.571 0.32
H -4.250 2.877 -1.194 0.30
O 0.792 5.784 -1.397 -0.29
O 0.683 6.746 0.683 -0.60
S -2.350 4.244 -4.803 1.15
H -6.069 -1.538 -6.068 0.37
O -2.837 -0.151 3.469 -0.42
C 3.432 6.168 0.915 -0.70
H 2.892 -1.604 -4.022 0.27
H 3.685 -0.633 6.466 0.37
C 1.322 -3.685 3.412 -0.04
C -0.807 0.931 4.242 -1.78
O 2.727 -2.584 5.418 -0.33
H 4.841 1.801 -0.039 0.31
O -2.999 3.214 -3.649 -0.19
O -3.139 -3.651 2.303 -0.46
C -1.202 2.570 -0.766 -0.30
H 1.120 -2.617 3.328 -0.07
O 6.318 3.319 -1.545 -0.58
C 1.056 -5.475 -0.899 -0.69
C -4.237 -0.619 1.228 -0.32
H 0.862 -5.797 0.124 0.28
C -1.665 -5.557 1.249 -1.28
C 2.140 -3.934 -2.387 0.77
O 3.101 -2.962 -2.343 -0.24
C -0.591 5.839 -1.698 -0.45
H 1.310 -1.952 -0.586 0.46
H -0.953 0.580 5.263 0.44
S -2.065 -3.789 0.996 1.07
H -6.003 -0.985 -4.286 0.30
O -0.905 -2.940 1.316 0.04
O -2.824 -3.567 -0.235 -0.63
H -4.405 -1.647 1.548 0.17
C 1.249 6.143 -0.229 0.77
O 2.747 0.559 -0.277 -0.58
H -1.899 -3.199 -4.701 0.43
C 4.860 1.317 2.033 -0.69
H -1.449 2.955 0.224 0.52
H 7.959 0.643 -0.036 0.31
O 8.477 3.685 -0.342 -0.59
H 0.855 2.935 -0.570 0.10
H 3.601 7.244 0.956 0.34
O 0.453 1.369 0.607 -0.33
H 5.723 0.661 1.923 0.32
C -2.600 -3.635 3.603 1.07
H 0.655 -0.604 -1.566 0.44
H -0.327 -1.211 -0.158 -0.39
H 3.444 -0.277 4.792 0.22
C -4.098 -0.940 -5.263 -0.46
S -1.849 -0.896 -3.778 0.95
```

DFT (wB97M-V/def2-TZVPD) results for 11 unconnected molecules or ions with the total composition C33H87FIO10S.

For the highest occupied orbital energy, the calculation gives -0.42075 Eh. As for the charge: +1. As for the largest force on an atom: 0.80 eV/Å. For the total energy, the calculation gives -2857.3226 Ha.

XYZ file:
```
133
Properties=species:S:1:pos:R:3:mulliken_charge:R:1
O -3.615 -0.342 6.020 -0.51
F 3.510 0.365 3.549 -0.13
H -0.360 9.059 -1.450 0.36
H 1.757 -2.349 2.999 0.20
C 0.451 9.037 -2.180 -1.10
H 4.042 -1.937 2.190 0.29
C -2.262 0.046 5.816 0.33
H 0.915 10.022 -2.214 0.32
C 6.414 1.938 -5.878 -1.05
H 2.726 -3.717 0.450 0.32
H -6.359 -2.058 4.985 0.37
H 4.410 -4.809 1.893 0.38
H 4.451 -0.600 -1.903 0.25
H -0.699 -7.925 5.188 0.39
C -1.775 -5.400 4.737 -1.14
H -0.458 -0.765 4.916 0.37
H -2.645 1.340 4.131 0.34
C 2.897 -3.340 1.460 0.49
H 2.779 -5.272 2.425 0.33
O 1.010 8.666 -4.504 -0.54
H 1.665 8.013 -4.229 0.34
C -2.688 0.699 -4.299 -1.09
C -2.870 -0.674 -3.670 0.50
H -3.400 1.418 -3.893 0.38
C 3.591 -1.237 -2.109 -1.32
O -7.317 -0.829 -2.389 -0.51
C 1.207 -1.248 -2.947 -1.35
H 1.206 8.324 -1.834 0.20
C 3.478 -4.443 2.323 -1.40
H -1.646 -4.977 5.739 0.31
C -0.464 -5.988 4.249 0.41
H -7.946 -0.435 0.903 0.37
C -5.102 -3.783 4.587 1.14
I 3.052 4.273 1.623 0.41
H 7.360 2.431 -6.101 0.41
H 5.878 1.791 -6.819 0.34
H 5.598 2.542 4.154 0.37
H -1.841 0.128 6.820 0.32
C -6.122 -2.737 4.164 -1.56
H 2.747 0.134 -3.519 0.15
C -2.187 1.398 5.123 -1.26
H 3.446 3.410 4.068 0.46
H 5.167 1.521 1.285 0.24
H -5.540 -5.081 3.182 0.34
C 1.595 -2.787 2.007 -0.96
H -2.034 -1.680 -5.118 0.33
H -1.152 1.725 5.003 0.28
C -8.761 0.857 -1.411 -1.38
H -4.034 -0.429 5.156 0.31
H 4.920 -0.181 -5.674 0.31
H 0.389 -0.629 -3.310 0.25
C 1.665 3.194 -3.726 -1.10
H 1.427 -1.999 -3.706 0.41
S 2.698 1.559 2.952 0.57
H -6.928 -1.655 0.117 0.31
H 1.787 0.110 -0.875 0.19
H 0.202 -6.749 6.154 0.34
H 5.001 3.482 -2.844 0.40
H -2.667 -0.610 -2.598 0.25
H -2.843 0.641 -5.380 0.32
H 3.896 -2.003 -2.821 0.47
H -1.079 7.015 -4.543 0.31
O -1.889 -1.586 -4.170 -0.51
O 2.094 0.591 -1.652 -0.39
O 3.841 -2.266 1.307 -0.50
C -0.720 7.273 -3.547 -0.93
H -5.819 -3.985 6.622 0.37
H 1.223 -2.000 1.344 0.22
C -5.597 -4.613 5.759 -1.37
H -9.666 0.278 -1.614 0.35
H 4.217 2.115 -3.658 -0.13
H -4.169 -3.286 4.865 -0.15
C 7.482 -0.332 -6.043 -1.43
H 7.138 0.763 -4.231 0.24
H -0.590 -6.356 3.230 0.26
H 0.669 -4.607 5.037 0.24
H -2.108 -4.604 4.072 0.24
H 8.453 0.108 -6.270 0.39
C 2.431 -0.413 -2.629 1.05
H 5.917 0.687 2.670 0.30
H -5.031 -0.551 -3.469 0.22
O 5.395 -0.018 -4.851 -0.41
H 3.735 2.546 -2.021 0.15
H -8.585 1.515 -2.262 0.34
C -7.579 -0.076 -1.205 0.60
H -4.848 -5.350 6.049 0.31
H 3.301 -1.717 -1.168 -0.02
H 3.692 -4.064 3.328 0.31
H 0.000 6.507 -3.241 0.06
H -1.564 7.247 -2.856 0.37
H -6.674 0.515 -1.047 0.24
H -7.050 -3.213 3.837 0.44
H -8.941 1.470 -0.527 0.38
C 0.030 -7.116 5.138 -1.46
C 4.054 2.957 -2.984 -0.56
H 6.973 -0.539 -6.989 0.37
H 5.818 2.601 -5.251 0.11
C 2.992 3.904 -3.519 0.35
H -2.724 2.152 5.697 0.35
H 7.640 -1.281 -5.532 0.34
C -0.054 8.639 -3.558 0.34
H 3.327 4.342 -4.460 0.25
H 1.761 2.362 -4.425 0.39
C 3.770 2.965 3.127 -0.76
C -4.273 -1.212 -3.887 -1.24
H -8.668 -1.631 -0.181 0.36
H 5.725 3.685 2.844 0.40
C -7.790 -1.001 -0.017 -1.34
H 1.302 2.789 -2.778 0.14
O 0.526 -4.955 4.149 -0.36
C 5.802 1.644 2.166 -1.05
H 0.915 3.886 -4.111 0.39
H -1.950 -1.155 4.045 0.32
H 0.971 -7.520 4.762 0.36
H -6.508 -5.150 5.482 0.36
H -5.741 -2.153 3.324 0.34
C 5.287 2.726 3.124 -0.37
H -2.563 -6.151 4.781 0.39
C -1.511 -1.028 5.039 -1.02
H -1.677 1.073 -4.125 0.16
H -4.384 -2.192 -3.424 0.32
H -4.470 -1.323 -4.958 0.37
H 2.527 4.663 -1.789 0.23
H -8.093 -1.371 -2.573 0.31
H -1.570 -1.987 5.554 0.18
O 2.827 5.021 -2.631 -0.49
C 6.640 0.601 -5.189 0.41
H 0.828 -3.551 2.110 0.31
H 6.795 1.918 1.815 0.39
O -4.753 -4.612 3.481 -0.53
H -0.769 9.387 -3.908 0.30
H 0.856 -1.769 -2.050 0.22
H 2.827 1.332 1.622 0.18
```